Record 1
Below is a molecular structure, C27H24As2ReS5Sb, with properties calculated with the ωB97M-V functional and the def2-TZVPD basis.

Structure (XYZ):
```
60
Properties=species:S:1:pos:R:3:mulliken_charge:R:1
Re -1.204 -0.899 0.753 0.926
C 0.926 1.938 -0.246 -0.716
C 1.870 0.801 -0.578 -1.147
As 1.435 -0.792 0.455 0.256
C 2.072 -0.534 2.249 0.814
C 1.736 -1.459 3.239 -0.406
C 2.235 -1.298 4.520 -0.818
C 3.056 -0.214 4.815 -0.600
C 3.382 0.706 3.831 -0.892
C 2.891 0.553 2.540 -0.287
C 2.343 -2.289 -0.318 0.865
C 3.029 -3.171 0.516 -0.213
C 3.694 -4.255 -0.042 -0.773
C 3.672 -4.455 -1.416 -0.577
C 2.997 -3.566 -2.244 -0.944
C 2.328 -2.481 -1.700 -0.400
As -0.927 1.369 -0.435 0.703
C -2.076 2.781 0.126 0.726
C -1.766 4.060 -0.340 -0.290
C -2.590 5.119 0.008 -0.787
C -3.701 4.901 0.811 -0.533
C -4.003 3.625 1.266 -0.792
C -3.191 2.554 0.925 -0.312
C -1.274 0.937 -2.271 0.462
C -2.171 1.715 -2.998 -0.461
C -2.461 1.365 -4.310 -0.821
C -1.880 0.242 -4.882 -0.622
C -1.004 -0.547 -4.146 -0.824
C -0.703 -0.203 -2.840 0.578
H 1.073 2.783 -0.920 0.701
H 1.044 2.294 0.779 0.361
H 2.907 1.049 -0.346 0.684
H 1.834 0.532 -1.634 0.577
H 1.101 -2.310 3.018 0.465
H 1.993 -2.020 5.288 0.454
H 3.444 -0.091 5.817 0.446
H 4.025 1.544 4.061 0.457
H 3.170 1.276 1.786 0.331
H 3.081 -3.007 1.584 0.448
H 4.244 -4.932 0.597 0.457
H 4.200 -5.295 -1.846 0.440
H 3.007 -3.710 -3.316 0.462
H 1.838 -1.783 -2.367 0.231
H -0.907 4.240 -0.975 0.364
H -2.362 6.115 -0.348 0.439
H -4.337 5.733 1.083 0.428
H -4.874 3.465 1.887 0.430
H -3.440 1.559 1.273 0.012
H -2.635 2.589 -2.558 0.454
H -3.143 1.975 -4.887 0.448
H -2.113 -0.022 -5.904 0.431
H -0.560 -1.428 -4.593 0.505
H -0.033 -0.835 -2.268 -0.082
S -5.545 -0.780 2.568 -0.246
Sb -4.926 -2.327 1.191 1.074
S -3.133 -1.111 -0.347 -0.188
S -1.575 -0.422 2.698 0.058
S -4.833 -4.367 0.479 -0.256
S -0.474 -4.336 0.376 0.012
C -0.787 -2.881 0.538 0.486
```

The HOMO-LUMO gap (spin up / spin down) is 5.674 / 5.462 eV. The energy is -212881.1502 eV. The net charge is +3. Its spin multiplicity is 2. The expectation value of S² is 0.763. For the molar mass, the calculation gives 966.6 g/mol. The value obtained for the max |F| is 0.2 eV/A. For the HOMO energy (spin up / spin down), the calculation gives -17.14 / -17.15 eV. The LUMO energy (spin up / spin down) is -0.421 / -0.429 Eh.

Record 2
Below is a molecular structure, C27H24BF4N5O2PSSr, with properties calculated with the ωB97M-V functional and the def2-TZVPD basis.

Structure (XYZ):
```
66
Properties=species:S:1:pos:R:3:mulliken_charge:R:1
Sr 1.221 1.343 0.455 1.708
C 1.072 3.807 -4.075 -1.791
C 1.080 2.746 -2.999 0.745
N 0.659 2.941 -1.795 0.518
N 0.045 4.147 -1.550 -0.586
C -0.450 4.494 -0.329 0.597
N -1.011 5.707 -0.320 -0.390
S -0.442 3.565 1.080 -0.444
C 1.519 1.398 -3.476 0.757
C 2.229 1.252 -4.666 -0.909
C 2.416 0.029 -5.265 -0.659
C 1.868 -1.097 -4.661 -0.708
C 1.230 -0.977 -3.460 -0.164
N 1.101 0.240 -2.864 0.026
H 1.038 4.819 -3.685 0.501
H 0.230 3.660 -4.757 0.352
H 1.983 3.772 -4.665 0.352
H -0.122 4.776 -2.315 0.205
H -0.992 6.336 -1.104 0.182
H -1.397 6.036 0.549 0.230
H 2.631 2.132 -5.144 0.302
H 2.967 -0.046 -6.192 0.446
H 1.963 -2.081 -5.098 0.435
H 0.846 -1.807 -2.893 0.570
O -1.869 0.244 -2.421 -0.540
C -1.527 -0.494 -1.555 0.248
C -2.419 -1.239 -0.619 0.657
C -3.598 -1.724 -1.173 -0.720
C -4.531 -2.369 -0.377 -0.768
C -4.295 -2.495 0.983 -0.797
C -3.129 -1.992 1.544 -0.592
C -2.161 -1.370 0.761 0.160
P -0.633 -0.715 1.559 0.546
C -1.074 -0.603 3.320 0.428
C -1.573 0.618 3.774 -0.379
C -1.940 0.779 5.104 -0.740
C -1.798 -0.279 5.992 -0.527
C -1.293 -1.496 5.550 -0.698
C -0.934 -1.658 4.219 -0.133
C 0.504 -2.150 1.496 1.139
C 1.729 -2.029 2.157 -0.348
C 2.665 -3.052 2.103 -0.806
C 2.389 -4.205 1.379 -0.541
C 1.178 -4.331 0.715 -0.792
C 0.239 -3.308 0.771 -0.530
H -3.773 -1.585 -2.233 0.531
H -5.443 -2.758 -0.814 0.410
H -5.027 -2.979 1.619 0.453
H -2.977 -2.082 2.612 0.431
H -1.684 1.448 3.084 0.299
H -2.327 1.730 5.448 0.425
H -2.076 -0.154 7.032 0.398
H -1.178 -2.320 6.243 0.424
H -0.537 -2.608 3.881 0.467
H 1.956 -1.137 2.733 0.396
H 3.609 -2.946 2.622 0.447
H 3.119 -5.004 1.335 0.405
H 0.958 -5.232 0.156 0.429
H -0.705 -3.423 0.252 0.418
O -0.179 -0.728 -1.263 0.164
N 0.621 0.388 -1.619 -0.333
F 3.006 1.141 1.852 -0.390
B 3.693 1.205 0.573 -0.010
F 3.169 2.406 -0.050 -0.377
F 3.130 0.133 -0.186 -0.281
F 5.032 1.183 0.670 -0.248
```

The HOMO-LUMO gap is 7.607 eV. The energy is -72441.4370 eV. The net charge is +1. For the molar mass, the calculation gives 688.0 g/mol. The value obtained for the max |F| is 3.1 eV/A. For the HOMO energy, the calculation gives -10.96 eV. The LUMO energy is -0.123 Eh.

Record 3
Below is a molecular structure, C27H24BrN6NiO6S, with properties calculated with the ωB97M-V functional and the def2-TZVPD basis.

Structure (XYZ):
```
66
Properties=species:S:1:pos:R:3:mulliken_charge:R:1
Ni 0.128 -0.091 -0.140 0.299
C -0.760 -1.147 4.823 -1.253
C -1.824 -0.645 3.920 0.993
N -3.020 -0.297 4.254 -0.976
N -3.561 0.151 3.073 0.256
C -2.732 0.113 2.012 -0.013
S -3.032 0.655 0.471 -0.388
N -1.614 -0.458 2.568 0.088
N -0.376 -0.643 1.942 -0.290
H -1.143 -1.192 5.839 0.374
H 0.100 -0.476 4.782 0.253
H -0.425 -2.142 4.521 0.315
H -4.490 0.530 3.051 0.180
H -0.018 -1.563 2.169 0.311
H 0.257 0.078 2.345 0.624
Br -2.087 -2.894 -0.068 -0.093
C -1.793 -1.978 -1.702 0.006
C -2.400 -2.469 -2.842 -0.577
C -2.105 -1.844 -4.044 -0.343
C -1.208 -0.793 -4.061 -0.757
C -0.645 -0.383 -2.868 0.510
N -0.969 -0.947 -1.699 0.598
C 0.459 0.672 -2.835 0.313
O 0.695 1.261 -3.884 -0.776
O 1.047 0.775 -1.710 -0.363
H -3.062 -3.318 -2.780 0.424
H -2.560 -2.200 -4.961 0.390
H -0.906 -0.284 -4.965 0.536
C 0.316 8.112 1.837 -1.477
C 0.303 6.604 1.808 0.652
C 1.298 5.893 1.152 -0.942
C 1.311 4.501 1.126 0.771
C 2.398 3.768 0.381 -1.339
C 0.307 3.812 1.808 0.597
C -0.710 4.502 2.471 0.760
C -1.835 3.763 3.153 -1.274
C -0.701 5.891 2.453 -1.035
C 0.306 2.305 1.801 0.294
O 0.374 1.699 2.891 -0.863
O 0.211 1.770 0.657 -0.638
H 0.948 8.515 1.045 0.365
H 0.704 8.481 2.790 0.275
H -0.689 8.518 1.713 0.358
H 2.082 6.435 0.630 0.280
H 3.115 4.473 -0.040 0.383
H 1.990 3.151 -0.420 0.206
H 2.936 3.090 1.050 0.304
H -2.389 3.158 2.428 0.153
H -2.531 4.464 3.615 0.370
H -1.450 3.083 3.912 0.274
H -1.500 6.432 2.954 0.306
O 1.229 -2.774 -2.200 -0.689
C 1.776 -2.623 -1.127 -0.082
N 1.444 -1.733 -0.123 0.688
C 2.301 -1.916 0.931 0.138
O 2.257 -1.339 2.008 -0.709
C 3.292 -2.997 0.589 0.067
C 4.347 -3.534 1.296 -0.338
C 5.073 -4.554 0.682 -0.466
C 4.738 -5.004 -0.594 -0.452
C 3.668 -4.447 -1.294 -0.380
C 2.962 -3.440 -0.671 0.082
H 4.597 -3.174 2.287 0.478
H 5.913 -5.002 1.200 0.384
H 5.320 -5.797 -1.047 0.383
H 3.395 -4.784 -2.286 0.475
```

The HOMO-LUMO gap (spin up / spin down) is 8.059 / 8.052 eV. The energy is -171541.4732 eV. The net charge is -1. Its spin multiplicity is 3. The expectation value of S² is 2.004. For the molar mass, the calculation gives 699.2 g/mol. For the energy above the lowest of the compared OMol25 structures with the same formula, charge and spin, the calculation gives 0.0 kJ/mol. The value obtained for the max |F| is 0.4 eV/A. For the HOMO energy (spin up / spin down), the calculation gives -5.67 / -5.67 eV. The LUMO energy (spin up / spin down) is 0.088 / 0.088 Eh.